Here is an isolated molecule of C28H47NO3S from the Open Molecules 2025 dataset. Energies are from ωB97M-V/def2-TZVPD.

The value obtained for the total energy is -1773.70362 Eh. For the molar mass, the calculation gives 477.76 g mol⁻¹. As for the multiplicity: 1.

Geometry as XYZ:
```
80
Properties=species:S:1:pos:R:3:forces:R:3:mulliken_charge:R:1
C 1.40170 -2.23277 2.23304 -0.22 -0.19 0.10 -1.08
C 0.37258 -2.75053 1.57743 -0.07 0.39 -0.02 -0.62
C -0.09389 -2.18946 0.23989 0.13 -0.21 -0.22 1.08
S -1.62193 -3.13112 -0.14216 -0.33 0.00 0.29 -0.28
C 0.99943 -2.47948 -0.80809 -0.02 0.39 0.05 -0.98
C 0.59353 -2.17301 -2.24846 0.41 -0.10 -0.12 -0.81
C 0.07646 -3.30003 -3.11553 -0.34 -0.05 0.02 0.64
C 0.18710 -4.64745 -2.79245 0.05 -0.08 -0.04 -0.06
C -0.31614 -5.63223 -3.63431 -0.01 0.07 -0.05 -0.79
C -0.95451 -5.29069 -4.81783 0.10 0.02 0.15 -0.45
C -1.06670 -3.94818 -5.15489 -0.07 0.02 -0.03 -0.57
C -0.55878 -2.97026 -4.31513 0.07 -0.05 0.13 -0.53
O -0.20504 -0.78688 0.22818 -0.18 -0.13 0.08 -0.21
C -1.40924 -0.11741 0.56471 0.02 0.75 0.20 0.36
C -1.86245 -0.29000 2.02609 -0.55 0.05 -0.05 -1.10
C -3.27284 -0.89495 2.23057 0.06 0.26 0.21 -0.76
C -3.42247 -1.81041 3.46297 0.02 -0.12 -0.22 -1.00
C -3.65350 -3.30777 3.17758 -0.03 0.09 0.37 -0.60
C -2.41244 -4.18637 3.30475 -0.20 -0.40 -0.06 -0.42
O -2.72112 -5.29163 4.19826 0.06 0.37 0.15 -0.41
C -1.69253 -5.73575 4.96258 0.09 -0.10 0.18 0.57
C -0.36872 -5.97653 4.27665 0.15 0.16 -0.19 -0.78
O -1.85181 -5.96207 6.12907 -0.13 -0.13 -0.18 -0.56
C -1.10522 1.37147 0.28964 0.37 -0.32 -0.23 -1.36
N -0.27355 1.56474 -0.90323 -0.34 0.48 0.23 -0.05
C -0.47580 2.87581 -1.52786 0.18 0.04 0.11 -0.91
C -0.33967 4.09991 -0.61787 0.11 0.30 -0.09 -0.64
C 1.04468 4.26138 0.02474 -0.18 0.12 -0.54 -0.62
C 2.11477 4.73190 -0.97589 0.00 0.18 0.31 -0.70
C 2.20972 6.26249 -1.10861 0.30 -0.16 -0.05 -0.61
C 3.64810 6.74302 -1.33646 -0.26 0.08 0.06 -0.76
C 3.71243 8.14887 -1.92180 0.24 -0.16 -0.26 -0.42
C 5.14489 8.68305 -2.06941 -0.33 0.23 0.22 -1.19
H 1.82756 -2.75376 3.08089 -0.15 0.22 0.22 0.32
H 1.82517 -1.27666 1.95134 0.23 -0.15 -0.20 0.22
H -0.18462 -3.59079 1.97597 0.39 -0.30 -0.17 0.20
H -2.03872 -2.49256 -1.24223 0.22 0.04 -0.11 0.12
H 1.40304 -3.48008 -0.66730 -0.12 -0.07 -0.06 0.42
H 1.80646 -1.79022 -0.54417 0.04 -0.08 0.09 0.42
H -0.10978 -1.33685 -2.25043 -0.03 0.00 0.01 0.29
H 1.48501 -1.78649 -2.75345 -0.03 0.06 -0.01 0.54
H 0.65378 -4.96550 -1.86976 0.01 0.09 0.02 0.21
H -0.20888 -6.67060 -3.34821 -0.04 -0.03 -0.03 0.38
H -1.36122 -6.06051 -5.45904 0.00 0.01 -0.05 0.38
H -1.56817 -3.65663 -6.06854 0.01 -0.01 -0.04 0.38
H -0.65868 -1.92386 -4.58165 -0.02 0.00 -0.03 0.39
H -2.23064 -0.37472 -0.11240 0.20 -0.44 -0.08 0.42
H -1.90881 0.71184 2.46057 0.22 -0.03 0.13 0.48
H -1.11329 -0.83083 2.60230 0.07 -0.10 -0.15 0.43
H -3.61529 -1.39350 1.32318 0.09 -0.18 0.04 0.56
H -3.95734 -0.05780 2.38655 -0.04 0.00 -0.19 0.32
H -4.25929 -1.45148 4.06167 -0.02 -0.01 0.00 0.38
H -2.53797 -1.71066 4.09845 -0.03 0.07 0.06 0.51
H -4.35017 -3.68448 3.92750 -0.04 -0.06 -0.07 0.39
H -4.12560 -3.44235 2.20471 0.02 -0.01 -0.04 0.29
H -1.58800 -3.62009 3.74128 0.05 0.04 -0.11 0.45
H -2.11625 -4.60859 2.34425 0.09 0.09 -0.04 0.32
H -0.06791 -7.00742 4.45284 -0.06 -0.01 0.07 0.34
H -0.39033 -5.79392 3.20464 -0.05 -0.04 -0.01 0.26
H 0.39113 -5.33464 4.72316 -0.02 -0.01 0.05 0.24
H -2.05789 1.88358 0.13816 -0.02 0.03 0.14 0.43
H -0.62061 1.79271 1.17876 -0.10 0.09 0.05 0.44
H 0.68896 1.54400 -0.58960 0.07 -0.37 -0.18 0.19
H -1.45479 2.89465 -2.01107 -0.04 -0.07 0.00 0.37
H 0.27487 2.96177 -2.31693 -0.11 -0.06 -0.13 0.45
H -0.52114 4.98589 -1.23806 -0.07 0.00 0.02 0.44
H -1.11483 4.12133 0.15164 -0.02 -0.17 0.00 0.35
H 1.35931 3.32053 0.48201 -0.05 0.03 0.18 0.34
H 0.95779 5.02691 0.79747 0.13 -0.21 0.26 0.36
H 3.09065 4.36448 -0.64816 0.00 -0.06 -0.04 0.45
H 1.91922 4.30516 -1.96188 0.15 -0.12 0.00 0.23
H 1.59653 6.61278 -1.94217 -0.15 0.04 0.10 0.30
H 1.84378 6.72524 -0.18857 -0.16 0.10 -0.09 0.33
H 4.15656 6.05244 -2.01617 0.06 0.01 0.00 0.39
H 4.18184 6.71045 -0.38116 0.09 -0.07 -0.04 0.30
H 3.24988 8.11099 -2.91224 -0.10 0.04 0.04 0.31
H 3.11478 8.83779 -1.32082 -0.04 -0.01 0.00 0.32
H 5.22064 9.33178 -2.94167 0.13 -0.05 -0.03 0.34
H 5.86837 7.87253 -2.15254 0.02 0.00 -0.13 0.34
H 5.41785 9.29048 -1.20526 0.11 -0.10 0.05 0.29
```
Forces are in eV/Å.